(1)
Formula: C31H35Cl2HgN10O8S3
Source: the OMol25 dataset
Level of theory: wB97M-V/def2-TZVPD

```
90
Properties=species:S:1:pos:R:3
Hg -1.75823 0.24121 -1.34817
N -3.86053 0.03652 0.75425
N -4.55012 -1.18236 0.54091
C -3.70392 -2.25739 0.09436
N -4.47530 -3.47234 0.26785
S -3.21469 -2.07032 -1.65928
H -3.29848 0.02688 1.60553
H -4.55076 0.77048 0.82418
H -4.99164 -1.51119 1.39414
H -5.21289 -3.47050 -0.42422
H -3.86953 -4.25995 0.07750
Cl -4.26811 0.74329 -3.62586
C -4.35460 2.36779 -4.21760
C -5.35280 2.66106 -5.13038
C -5.50644 3.94449 -5.62844
C -4.64612 4.93985 -5.19459
C -3.64736 4.63726 -4.28794
Cl -2.60654 5.93836 -3.79638
C -3.43709 3.33983 -3.75689
S -2.14154 3.03479 -2.65804
H -6.01182 1.86403 -5.44890
H -6.29073 4.16707 -6.34043
H -4.74030 5.95412 -5.55965
O -3.59585 -2.26635 2.80924
C -2.56475 -2.46582 2.20901
O -2.46662 -2.44189 0.86310
C -1.31716 -2.90372 2.91361
C -1.54695 -3.78967 3.92647
C -0.49676 -4.38119 4.65039
C 0.80989 -4.04244 4.33753
C 1.07789 -3.17111 3.31228
C 0.03506 -2.49478 2.52610
O 0.28609 -1.62058 1.70079
N 2.46239 -2.93044 3.04687
O 2.84114 -2.77714 1.89948
O 3.24099 -2.91123 3.99894
N -0.76278 -5.35129 5.64401
O -1.92084 -5.72089 5.82052
O 0.17552 -5.80230 6.30143
H -2.56576 -4.05682 4.16961
H 1.62250 -4.51368 4.87040
C 1.21974 -2.35369 -1.97014
C 1.57544 -1.04296 -2.56733
N 0.83366 0.03186 -2.55525
C 1.53866 1.02532 -3.18139
C 2.74373 0.54176 -3.58483
N 2.76818 -0.78717 -3.19423
C 3.82214 -1.71616 -3.47217
N 4.53239 -2.16032 -2.29992
N 4.75128 -3.48116 -2.11158
N 5.46719 -3.65359 -1.07000
C 5.74639 -2.42832 -0.51792
C 6.48534 -2.06891 0.61014
C 6.60674 -0.72589 0.88030
C 6.01505 0.25023 0.06198
C 5.27508 -0.08410 -1.04995
C 5.14674 -1.44345 -1.31930
H 0.14857 -2.36811 -1.77267
H 1.73909 -2.45400 -1.01908
H 1.49693 -3.18620 -2.62021
H 1.12253 2.01386 -3.29173
H 3.56487 0.99375 -4.11574
H 4.51709 -1.23438 -4.16469
H 3.43089 -2.62354 -3.93510
H 6.92522 -2.82403 1.24640
H 7.15949 -0.40652 1.75412
H 6.13306 1.29398 0.32329
H 4.79276 0.66465 -1.66305
C 2.47887 1.80425 0.41750
C 1.85602 2.87517 1.31288
C 0.77072 2.31143 2.22016
S -0.73331 1.80106 1.27753
O -1.69834 1.38007 2.33097
C -1.27897 3.52314 0.81308
C -2.52404 3.95180 1.57127
C -2.20578 4.46718 2.97295
H 3.04435 2.26769 -0.39414
H 1.70684 1.17083 -0.02086
H 3.15667 1.16484 0.98286
H 1.43299 3.65704 0.67780
H 2.63208 3.34287 1.92708
H 0.43169 3.02476 2.97238
H 1.10336 1.39555 2.71244
H -1.48304 3.46736 -0.25563
H -0.46294 4.22660 0.97844
H -3.18666 3.08894 1.65376
H -3.04187 4.72320 0.99600
H -1.78151 3.66139 3.57106
H -3.10840 4.82633 3.47190
H -1.49148 5.29397 2.92889
```

Values from the calculation:
E_tot = -125717.51672 eV
Charge = -2
Spin multiplicity = 2
HOMO-LUMO gap (alpha / beta) = 4.718 / 6.189 eV

***

(2)
Formula: C31H35ClN5O3V
Source: the OMol25 dataset
Level of theory: wB97M-V/def2-TZVPD

```
76
Properties=species:S:1:pos:R:3
V 0.01461 -0.37035 -0.23916
C 0.62124 -4.68278 -2.13400
O -0.45187 -4.11453 -2.89521
C -1.57387 -3.87849 -2.13718
C -2.70428 -4.64796 -2.32599
C -3.87900 -4.40285 -1.61700
C -3.90418 -3.38069 -0.69264
C -2.77026 -2.57841 -0.48868
C -2.77655 -1.60853 0.56976
N -1.78637 -0.83945 0.86616
N -2.00529 -0.09145 2.02413
C -0.93020 0.58461 2.28286
O 0.12505 0.54999 1.53646
C -0.87484 1.44066 3.50115
C -2.03557 1.74776 4.20474
C -1.97123 2.54885 5.33544
C -0.74875 3.04168 5.77103
C 0.41100 2.73323 5.07210
C 0.34819 1.93860 3.93824
C -1.59194 -2.80092 -1.22841
O -0.52554 -2.06858 -1.09395
H 1.43956 -4.85087 -2.83122
H 0.30727 -5.63745 -1.70648
H 0.94135 -4.01041 -1.33644
H -2.65384 -5.45372 -3.04826
H -4.75056 -5.02113 -1.78159
H -4.79439 -3.19257 -0.10452
H -3.65407 -1.56033 1.21069
H -2.97972 1.35005 3.85882
H -2.87547 2.78717 5.87984
H -0.69998 3.66292 6.65587
H 1.36685 3.10891 5.41303
H 1.24615 1.68699 3.38859
N 1.73418 1.16082 -0.24120
C 2.86279 1.28345 -1.17768
C 2.38103 1.46878 -2.60963
C 1.97122 0.13523 -3.21512
N 0.77130 -0.39999 -2.54466
H 1.32377 2.08041 -0.10854
H 2.08601 0.88021 0.67114
H 3.44119 0.36717 -1.10336
H 3.52291 2.09922 -0.87339
H 3.18168 1.90236 -3.21259
H 1.54107 2.17114 -2.64426
H 2.78801 -0.57834 -3.06924
H 1.81148 0.22145 -4.29261
H 0.72192 -1.41209 -2.62693
H -0.04975 -0.05936 -3.03290
Cl 6.88927 0.43822 2.92940
C 5.41922 -0.18307 2.23562
C 4.23731 -0.14068 2.95546
C 3.06790 -0.63404 2.39545
C 3.02529 -1.18442 1.09434
C 1.81384 -1.66164 0.52305
C 4.26214 -1.22584 0.41215
C 5.43260 -0.73587 0.96275
H 4.23065 0.27565 3.95429
H 2.15244 -0.59911 2.97687
H 0.93332 -1.73378 1.15669
H 1.76162 -2.02444 -0.47553
H 4.30235 -1.69350 -0.56784
H 6.36158 -0.79040 0.41070
C -3.92540 4.14884 -2.68589
C -3.01421 3.11165 -2.09926
C -2.15909 3.40217 -1.04404
C -1.32064 2.41944 -0.55211
N -1.28166 1.18504 -1.05887
C -2.12407 0.88676 -2.05169
C -2.99039 1.81289 -2.59713
H -4.07164 4.98216 -2.00129
H -4.89727 3.72160 -2.92997
H -3.49829 4.54385 -3.60966
H -2.14675 4.38471 -0.59140
H -0.66795 2.61034 0.29110
H -2.11103 -0.14009 -2.40212
H -3.65343 1.51314 -3.39827
```

Values from the calculation:
E_tot = -84519.65562 eV
Spin multiplicity = 3
HOMO-LUMO gap (alpha / beta) = 5.736 / 5.639 eV

***

(3)
Formula: C31H35CoN5O4S
Source: the OMol25 dataset
Level of theory: wB97M-V/def2-TZVPD

```
77
Properties=species:S:1:pos:R:3
Co -0.63420 0.97505 0.18958
C 4.61609 1.29560 0.29309
N 3.31411 1.54799 0.90247
C 3.35670 1.87390 2.32535
C 2.16302 1.45177 0.26249
O 1.07266 1.67509 0.83098
C 2.17156 1.05734 -1.21449
O 0.84476 0.92446 -1.69315
C 0.42225 1.84662 -2.68641
C -0.58665 2.83261 -2.10145
O -0.99918 2.67252 -0.93929
N -0.97498 3.84164 -2.86582
C -1.92209 4.83096 -2.35750
C -0.53054 4.00012 -4.24969
H 5.28640 2.11935 0.53400
H 4.55373 1.21391 -0.78570
H 5.03656 0.37312 0.69614
H 3.97959 2.75557 2.47195
H 3.78684 1.03457 2.87151
H 2.35334 2.06788 2.68712
H 2.67871 0.09742 -1.33850
H 2.71892 1.80760 -1.78970
H -0.04318 1.28013 -3.49680
H 1.27266 2.38663 -3.10741
H -1.99899 4.73742 -1.27941
H -2.90284 4.67844 -2.80783
H -1.56262 5.82575 -2.61398
H -0.47422 3.04430 -4.76470
H 0.43564 4.50382 -4.30318
H -1.26274 4.61024 -4.77159
C -3.01546 -3.09733 -2.62419
C -3.90441 -2.83434 -1.58857
C -3.72958 -1.72404 -0.78125
C -2.64967 -0.88535 -1.02172
C -1.74838 -1.14453 -2.04551
C -1.93861 -2.25169 -2.85490
N -2.40080 0.25901 -0.19597
N -3.38454 0.71478 0.42184
C -3.05257 1.76342 1.32014
C -4.07176 2.50376 1.87927
C -3.71999 3.51769 2.76344
C -2.38137 3.72509 3.04854
C -1.42616 2.91635 2.44254
N -1.75746 1.94909 1.59683
H -3.16203 -3.96528 -3.25213
H -4.73504 -3.50097 -1.40543
H -4.40784 -1.51306 0.03308
H -0.89731 -0.49340 -2.19201
H -1.24776 -2.45941 -3.66019
H -5.09665 2.28339 1.62005
H -4.48265 4.12974 3.22392
H -2.06979 4.49734 3.73628
H -0.36949 3.03983 2.63789
O -0.07467 -0.88807 0.66235
S 0.97963 -1.86057 0.16608
C 0.17803 -3.44051 0.14304
C 0.62069 -4.37241 -0.78322
C 0.01365 -5.61983 -0.81338
C -1.02786 -5.90247 0.05868
C -1.46896 -4.94795 0.96812
C -0.86448 -3.70275 1.01972
C 2.10161 -2.04923 1.53791
C 3.31312 -2.68736 1.30679
C 4.19439 -2.84863 2.36445
C 3.86145 -2.36729 3.62536
C 2.65009 -1.72277 3.83454
C 1.75735 -1.55278 2.78431
H 1.42211 -4.13309 -1.47104
H 0.34661 -6.36415 -1.52297
H -1.50043 -6.87438 0.03074
H -2.28335 -5.17711 1.64167
H -1.19281 -2.94818 1.72166
H 3.56122 -3.06829 0.32357
H 5.13644 -3.35532 2.20749
H 4.55051 -2.49853 4.44818
H 2.39520 -1.35721 4.82024
H 0.80847 -1.05301 2.92567
```

Values from the calculation:
E_tot = -96805.07597 eV
Charge = +2
Spin multiplicity = 2
HOMO-LUMO gap (alpha / beta) = 7.839 / 7.850 eV

***

Number 1: maximum force 1.21 eV/A. Number 2: maximum force 1.41 eV/A. Number 3: maximum force 0.49 eV/A.